{
  "formula": "C5H14NO",
  "method": "ωB97M-V/def2-TZVPD",
  "species": ["C", "C", "C", "C", "C", "N", "H", "H", "H", "H", "H", "H", "H", "H", "H", "H", "H", "H", "H", "H", "O"],
  "positions_angstrom": [[-1.7363, 1.9009, -0.6952], [-1.8843, 0.4407, -0.2698], [-0.7425, -0.0991, 0.6205], [0.6057, 0.0671, -0.0972], [1.6015, -1.5224, -1.6931], [0.6212, -0.8287, -1.2790], [-2.6911, 2.4148, -0.6860], [-1.1038, 2.4977, -0.0232], [-1.3108, 2.1147, -1.6806], [-2.7702, 0.3940, 0.3716], [-2.0905, -0.1715, -1.1559], [-0.7193, 0.5144, 1.5196], [-0.9425, -1.1240, 0.9316], [0.6085, 1.0860, -0.5064], [1.5379, 0.0115, 0.4475], [1.5008, -1.9722, -2.6698], [2.5182, -1.6608, -1.1319], [-0.1806, -0.8121, -1.9013], [1.9122, -0.9047, 3.0538], [1.0758, 0.3237, 3.4891], [1.4064, -0.1805, 2.7155]],
  "charge": 1,
  "molar_mass_da": 104.17,
  "homo_lumo_gap_ev": 10.2238,
  "spin_multiplicity": 1,
  "lumo_ev": -4.79
}

{
  "formula": "C5H14NO",
  "method": "ωB97M-V/def2-TZVPD",
  "species": ["O", "C", "C", "H", "H", "H", "H", "C", "C", "N", "C", "H", "H", "H", "H", "H", "H", "H", "H", "H", "H"],
  "positions_angstrom": [[-1.4406, 0.2943, 0.8484], [-2.4048, -0.2233, 1.3717], [-3.1413, -1.3939, 0.8278], [-2.7933, 0.1959, 2.3177], [-2.6993, -1.7487, -0.0961], [-4.1710, -1.0949, 0.6383], [-3.1612, -2.1749, 1.5876], [2.0405, -1.3642, -0.4155], [1.8245, 0.0066, -1.0239], [1.0899, 0.8972, -0.0703], [0.7388, 2.2383, -0.6392], [1.0886, -1.8280, -0.1500], [2.5272, -2.0036, -1.1451], [2.6673, -1.3084, 0.4742], [2.7602, 0.5032, -1.2767], [1.2205, -0.0417, -1.9314], [1.6578, 1.0153, 0.7686], [0.2120, 0.4393, 0.2311], [1.6593, 2.7219, -0.9497], [0.2291, 2.8084, 0.1266], [0.0957, 2.0611, -1.4940]],
  "charge": 1,
  "molar_mass_da": 104.17,
  "homo_lumo_gap_ev": 11.3969,
  "spin_multiplicity": 1,
  "lumo_ev": -2.69
}

{
  "formula": "C5H14NO",
  "method": "ωB97M-V/def2-TZVPD",
  "species": ["C", "C", "C", "C", "C", "N", "H", "H", "H", "H", "H", "H", "H", "H", "H", "H", "H", "H", "H", "H", "O"],
  "positions_angstrom": [[-1.0822, 0.7187, -1.6932], [0.3601, 0.6507, -2.2894], [1.2880, -0.3766, -1.6290], [1.0112, -0.8365, -0.1829], [0.9373, -0.0123, 0.8539], [0.4653, -0.5376, 2.1557], [-1.0165, 0.6148, -0.6278], [-1.6428, 1.6115, -1.9948], [-1.7339, -0.0380, -2.1595], [0.1659, 0.4398, -3.3524], [0.8001, 1.6670, -2.3307], [1.0131, -1.1873, -2.3168], [2.3559, -0.1852, -1.5296], [1.1277, -1.9189, -0.0172], [1.2507, 1.0257, 0.7799], [-0.5864, -0.5695, 2.0965], [0.9261, -1.3996, 2.4656], [0.5938, -0.0829, 3.0733], [-2.9069, -0.2737, 1.9948], [-2.1932, 1.0414, 1.7069], [-2.0931, 0.1982, 2.1599]],
  "charge": 1,
  "molar_mass_da": 104.17,
  "homo_lumo_gap_ev": 10.8590,
  "spin_multiplicity": 1,
  "lumo_ev": -3.25
}

{
  "formula": "C5H14NO",
  "method": "ωB97M-V/def2-TZVPD",
  "species": ["C", "O", "C", "C", "C", "C", "N", "H", "H", "H", "H", "H", "H", "H", "H", "H", "H", "H", "H", "H", "H"],
  "positions_angstrom": [[-0.4606, -1.9069, -0.6960], [0.4001, -2.9820, -0.2654], [0.0629, -0.6516, -0.0277], [-0.8724, 0.5396, -0.1307], [-0.2775, 1.8814, 0.3542], [0.7588, 2.4265, -0.6299], [0.2580, -1.0582, 1.4093], [-1.4193, -2.1098, -0.2485], [-0.5533, -1.9191, -1.7773], [0.8353, -3.4182, -0.9996], [1.0587, -0.3795, -0.3769], [-1.0188, 0.6615, -1.2083], [-1.8518, 0.3469, 0.3139], [-1.0781, 2.6101, 0.4263], [0.1975, 1.7089, 1.3218], [1.7078, 1.8895, -0.5667], [0.3657, 2.3982, -1.6430], [0.9987, 3.4736, -0.4367], [0.6757, -0.3045, 1.9525], [0.8531, -1.8894, 1.4028], [-0.6403, -1.3170, 1.8259]],
  "charge": 1,
  "molar_mass_da": 104.17,
  "smiles": "CCC[C@@H]([NH3+])CO",
  "homo_lumo_gap_ev": 11.8797,
  "spin_multiplicity": 1,
  "lumo_ev": -3.28
}

ΔE to the lowest compared entry with this formula, charge and spin, record by record: 1.612, 0.575, 2.371, 0.781 eV
Total energy, record by record: -8942.3957, -8943.4332, -8941.6371, -8943.2272 eV